[1]
The following is a DFT calculation (ωB97M-V with the def2-TZVPD basis set) of 5 unconnected molecules or ions with the total composition C28H52BrN3O14P2S2.

CARTESIAN COORDINATES (ANGSTROEM)
C  2.9384  1.9983  2.3389
C  1.7139  2.6228  1.6511
N  1.7028  2.3750  0.2110
P  0.7575  3.5689  -0.7287
C  0.6388  2.4205  -2.1590
C  -0.6264  1.5296  -2.2283
C  -1.6365  1.6502  -1.0855
C  -2.7418  0.5855  -1.1864
N  -2.7604  -0.3382  -0.0484
C  -3.8428  -0.2705  0.8210
C  -4.0859  -1.5374  1.6014
O  -4.4886  0.7466  0.9592
C  2.1053  4.8063  -0.8409
C  3.5287  4.3939  -0.4774
C  4.1401  3.4821  -1.5327
S  5.8105  2.9585  -1.1182
C  5.7290  1.1808  -1.0741
S  4.3374  0.3129  -1.0726
N  6.9960  0.6591  -1.0277
C  7.1236  -0.7976  -1.1902
C  6.8200  -1.2670  -2.6041
C  7.8784  1.2071  0.0354
C  7.2367  1.1779  1.4183
P  -0.7770  5.0231  -1.9281
O  -0.0379  6.4833  -2.1738
Br  -2.0739  5.5218  -0.1576
H  3.6456  1.6473  1.5855
H  3.4566  2.7207  2.9721
H  2.6614  1.1570  2.9750
H  0.7936  2.2556  2.1240
H  1.7204  3.7073  1.8063
H  1.3192  1.4497  0.0407
H  -0.1625  3.6766  0.3473
H  1.5272  1.7891  -2.1150
H  0.7210  3.0250  -3.0647
H  -1.1458  1.7221  -3.1697
H  -0.2998  0.4868  -2.2696
H  -1.1428  1.5319  -0.1184
H  -2.1062  2.6360  -1.1195
H  -3.7170  1.0637  -1.2612
H  -2.5961  -0.0100  -2.0913
H  -2.6027  -1.2982  -0.3247
H  -5.0015  -1.4498  2.1787
H  -4.1294  -2.4124  0.9519
H  -3.2581  -1.6784  2.2998
H  1.7872  5.6735  -0.2566
H  2.1055  5.1454  -1.8812
H  4.1196  5.3175  -0.4649
H  3.6148  3.9640  0.5175
H  4.2442  4.0460  -2.4636
H  3.5288  2.6047  -1.7329
H  6.5205  -1.3303  -0.4473
H  8.1706  -1.0187  -0.9845
H  6.8654  -2.3556  -2.6507
H  7.5650  -0.8677  -3.2943
H  5.8387  -0.9445  -2.9395
H  8.1715  2.2206  -0.2435
H  8.7826  0.6042  0.0388
H  6.7641  0.2089  1.5855
H  6.4755  1.9528  1.5134
H  7.9934  1.3352  2.1865
H  0.1657  6.9598  -1.3587
O  -4.4667  -4.5886  -0.1141
C  -5.6579  -4.5343  -0.1600
O  -6.4404  -4.0510  0.8255
C  -7.7788  -3.9198  0.3179
C  -7.7846  -4.9245  -0.8168
O  -6.4018  -4.9444  -1.2076
H  -8.5073  -4.1458  1.0904
H  -7.9179  -2.8954  -0.0317
H  -8.0684  -5.9221  -0.4801
H  -8.4082  -4.6409  -1.6579
O  -10.5661  -4.1047  -3.2469
C  -9.7098  -4.2234  -4.0624
O  -8.9540  -5.3358  -4.2225
C  -8.1759  -5.1934  -5.4159
C  -8.1236  -3.6840  -5.5814
O  -9.3378  -3.2697  -4.9443
H  -7.2053  -5.6590  -5.2720
H  -8.7041  -5.6831  -6.2351
H  -7.2819  -3.2382  -5.0494
H  -8.1246  -3.3494  -6.6145
O  -10.0114  -5.0024  2.8159
C  -9.3951  -4.7443  3.8003
O  -8.0483  -4.6555  3.8581
C  -7.6828  -4.0905  5.1224
C  -8.8890  -4.4337  5.9806
O  -9.9401  -4.4943  5.0099
H  -6.7537  -4.5385  5.4620
H  -7.5495  -3.0151  4.9978
H  -8.7958  -5.4121  6.4539
H  -9.1306  -3.6846  6.7287
O  10.6948  0.3113  1.6803
C  11.0567  1.3416  2.1490
O  12.3439  1.7399  2.2461
C  12.3701  3.1134  2.6494
C  11.0225  3.2702  3.3336
O  10.2315  2.2858  2.6600
H  13.2222  3.2829  3.3008
H  12.4571  3.7362  1.7580
H  11.0613  3.0195  4.3945
H  10.5696  4.2486  3.2035

Atomic forces in eV per Å
0.04 0.06 0.06
0.12 -0.05 -0.01
-0.54 0.03 -0.03
0.41 -0.61 0.46
0.06 -0.10 -0.17
0.03 -0.11 0.05
-0.13 0.03 -0.23
0.22 0.11 0.07
-0.74 -0.52 -0.39
0.27 0.26 0.02
0.11 0.06 0.18
-0.08 -0.06 0.02
-0.04 0.10 -0.17
0.19 0.29 -0.01
-0.11 0.23 -0.11
-0.02 -0.09 -0.07
0.26 0.30 -0.10
-0.06 -0.08 -0.25
-0.37 -0.49 0.58
0.17 -0.05 -0.01
0.11 0.11 -0.06
0.13 0.27 -0.21
0.01 -0.05 -0.07
-0.07 0.02 -0.14
-0.08 0.12 -0.01
-0.06 0.05 0.10
-0.03 -0.02 0.02
-0.02 0.00 0.03
0.02 -0.05 -0.08
-0.01 0.13 0.03
-0.03 -0.01 0.00
0.24 -0.04 -0.05
-0.12 0.29 -0.09
0.02 0.03 0.00
-0.02 0.04 0.04
0.00 0.01 0.02
0.03 0.01 -0.04
-0.04 0.08 0.01
0.11 0.04 0.18
-0.02 0.00 0.06
0.01 0.02 0.01
0.31 0.06 0.12
-0.05 0.03 -0.09
-0.01 0.00 0.06
0.02 -0.06 -0.04
0.01 -0.03 0.05
-0.10 0.07 0.02
0.01 -0.02 0.11
-0.11 -0.14 -0.06
-0.06 -0.05 -0.04
0.10 -0.10 0.20
-0.08 0.05 -0.08
-0.02 -0.05 0.08
-0.03 0.00 0.02
-0.01 0.00 0.00
-0.05 -0.07 0.02
0.02 0.01 0.07
0.01 0.02 -0.07
0.02 -0.01 0.08
-0.03 -0.05 0.02
-0.04 -0.02 -0.06
0.10 -0.07 -0.04
-0.06 0.05 -0.02
0.07 -0.02 0.02
0.00 0.01 -0.03
-0.22 0.02 -0.08
-0.13 -0.01 0.08
0.00 -0.02 -0.05
0.13 -0.05 0.12
0.03 0.00 -0.02
0.03 -0.01 0.01
0.07 0.03 -0.04
0.09 0.01 -0.04
-0.04 0.01 0.07
-0.01 -0.02 0.00
0.02 0.02 -0.07
0.06 -0.04 0.01
-0.01 0.02 -0.01
0.00 0.01 0.07
0.01 0.01 -0.01
0.01 -0.01 0.00
-0.07 0.00 0.00
0.05 0.01 0.02
-0.06 0.00 -0.04
0.02 0.03 -0.02
0.01 0.02 0.06
0.08 -0.01 0.02
-0.02 -0.02 0.01
-0.01 -0.05 -0.04
-0.01 0.01 0.01
0.01 0.00 0.01
-0.04 0.04 -0.05
0.02 0.07 0.02
0.00 -0.06 -0.03
0.02 -0.01 -0.01
-0.03 0.06 0.01
0.06 0.03 0.03
0.00 0.01 0.03
0.00 -0.07 0.02
0.00 0.01 0.00
0.02 0.01 0.00
-0.03 -0.02 -0.06

Properties
Energy relative to the best compared isomer or geometry (same formula, charge and spin) in kcal per mole: 0.00
DFT total energy in eV: -173306.054
F_max in eV Å⁻¹: 1.0
SMILES string: CCN[PH](CCCCNC(C)=O)(CCCSC(=S)N(CC)CC)P(O)Br.O=C1OCCO1.O=C1OCCO1.O=C1OCCO1.O=C1OCCO1
HOMO-LUMO gap in eV: 7.510
E_LUMO in eV: 0.39

Results of the Mulliken charge analysis, in e, for atoms 1 through 99: C -0.85; C -0.78; N -0.28; P 0.58; C -0.96; C -0.95; C 0.54; C -0.98; N -0.25; C 0.71; C -0.81; O -0.64; C -1.19; C -0.67; C 0.08; S -0.17; C 0.09; S -0.24; N 0.19; C -0.48; C -1.21; C -1.05; C -0.77; P 0.16; O -0.44; Br -0.28; H -0.04; H 0.30; H 0.38; H 0.41; H 0.40; H 0.28; H 0.09; H 0.20; H 0.80; H 0.27; H 0.41; H 0.06; H -0.15; H 0.40; H 0.49; H 0.29; H 0.28; H 0.00; H 0.35; H 0.27; H 0.67; H 0.58; H 0.08; H 0.39; H -0.39; H 0.33; H 0.44; H 0.39; H 0.32; H 0.31; H 0.35; H 0.50; H 0.28; H 0.21; H 0.40; H 0.30; O -0.59; C 0.73; O -0.31; C 0.01; C 0.13; O -0.35; H 0.03; H 0.25; H 0.26; H -0.18; O -0.53; C 0.71; O -0.33; C -0.28; C -0.30; O -0.34; H 0.28; H 0.26; H 0.26; H 0.29; O -0.53; C 0.66; O -0.25; C -0.31; C -0.32; O -0.34; H 0.29; H 0.27; H 0.25; H 0.30; O -0.50; C 0.65; O -0.35; C -0.32; C -0.33; O -0.27; H 0.29

[2]
The following is a DFT calculation (ωB97M-V with the def2-TZVPD basis set) of a molecular structure, C28H52GaOP2 in a non-equilibrium geometry.

CARTESIAN COORDINATES (ANGSTROEM)
Ga  -2.6754  0.0087  1.1073
C  1.1861  0.4115  4.3465
C  2.2096  0.8859  3.4843
C  0.4311  2.3379  3.3535
C  0.1169  1.3378  4.3021
C  1.7536  2.0924  2.8874
C  1.2530  -0.7749  5.2223
H  2.2256  -1.2711  5.1321
H  0.4724  -1.5078  4.9582
H  1.1127  -0.5051  6.2822
C  -1.0363  1.3685  5.2148
H  -1.1277  0.4240  5.7513
H  -1.9694  1.5650  4.6769
H  -0.9112  2.1510  5.9801
C  -0.4023  3.5218  3.0666
H  -0.5653  4.1211  3.9765
H  -1.3927  3.2354  2.6827
H  0.0766  4.1743  2.3279
C  2.5157  2.9822  1.9922
H  3.1564  3.6697  2.5615
H  1.8358  3.5873  1.3846
H  3.1656  2.4230  1.3152
C  3.5512  0.2831  3.3454
H  4.3333  0.8402  3.8852
H  3.8479  0.2417  2.2953
H  3.5511  -0.7413  3.7338
C  0.4103  -2.4253  0.4234
C  1.5158  -2.7454  1.1035
C  2.9257  -2.3664  0.7666
C  3.1408  -1.2412  -0.2668
C  2.4838  0.0687  0.0515
C  1.3002  0.5344  -0.3617
C  0.1334  -0.2600  -0.8880
C  0.3147  -1.7937  -0.9259
H  3.4900  -3.2388  0.4132
H  2.9197  -1.6153  -1.2761
H  3.4208  -2.0786  1.7097
H  1.1850  -2.0432  -1.5459
H  -0.5700  -2.6436  0.8722
H  1.4172  -3.3943  1.9870
H  -0.5745  -2.2180  -1.4469
H  -0.7749  -0.0276  -0.2867
H  1.1033  1.6129  -0.3424
H  -0.1162  0.1186  -1.8956
H  4.2263  -1.0468  -0.2986
H  3.1570  0.7406  0.6025
P  -0.8165  -0.3604  -4.7153
P  -0.6297  2.3695  -6.0217
C  -0.8655  -0.3757  -6.6068
C  -1.2504  1.0053  -7.1472
H  -1.5968  -1.1383  -6.9125
H  0.1305  -0.6940  -6.9612
H  -0.8513  1.1756  -8.1567
H  -2.3444  1.1312  -7.1842
C  -1.3356  3.7717  -6.9952
H  -0.9356  4.7028  -6.5825
H  -2.4225  3.7544  -6.8612
H  -1.0948  3.7069  -8.0644
C  1.1173  2.4374  -6.6450
H  1.1618  2.4088  -7.7421
H  1.6930  1.6042  -6.2271
H  1.5504  3.3777  -6.2874
C  -2.2986  -1.3980  -4.3888
H  -2.3232  -1.6581  -3.3213
H  -2.2951  -2.3112  -5.0006
H  -3.1938  -0.8040  -4.6245
C  0.5569  -1.5721  -4.5168
H  1.4627  -1.1371  -4.9603
H  0.3329  -2.5285  -5.0107
H  0.7364  -1.7417  -3.4483
C  -4.2872  -1.5977  3.0836
C  -2.7975  -1.5579  3.4155
C  -2.7194  -1.4338  4.9260
C  -2.1626  -2.8554  2.9476
O  -2.1328  -0.4312  2.8600
H  -4.7429  -2.4357  3.6244
H  -4.5094  -1.7540  2.0193
H  -4.7835  -0.6803  3.4183
H  -3.2811  -2.2517  5.3905
H  -1.6890  -1.4828  5.2853
H  -3.1605  -0.4812  5.2412
H  -2.3522  -3.0136  1.8787
H  -1.0769  -2.8556  3.1250
H  -2.6161  -3.6946  3.5058

Atomic forces in eV per Å
-0.04 0.14 0.47
4.12 -0.86 -1.62
-1.08 -4.44 4.11
2.15 0.74 -1.59
-0.92 1.22 0.02
-4.15 3.58 -0.61
-0.10 -0.58 0.30
-0.31 0.08 0.10
0.25 0.20 0.11
0.03 -0.10 -0.29
0.18 -0.51 0.09
0.02 0.21 -0.09
0.21 0.12 -0.04
0.14 0.12 -0.30
-0.49 0.54 -0.10
0.01 -0.10 -0.27
0.22 0.13 0.06
-0.22 -0.13 0.18
-0.13 0.04 -0.27
-0.06 -0.13 0.06
0.18 -0.04 0.18
0.01 0.10 0.21
0.16 -0.32 -0.06
-0.27 0.06 -0.10
0.09 0.04 0.17
0.07 0.30 -0.11
-0.20 -0.27 0.61
-0.46 -0.19 -0.09
0.45 -0.05 -0.06
0.47 -0.69 0.13
0.13 0.55 -0.28
-0.27 -0.05 0.30
0.11 -0.09 -0.56
-0.27 0.42 -0.65
-0.10 -0.03 0.11
-0.04 0.35 0.41
-0.13 -0.08 -0.23
-0.53 -0.01 0.25
0.62 -0.22 -0.17
-0.07 0.57 -0.16
0.55 0.21 0.31
0.70 0.02 -0.27
0.06 -0.27 0.52
0.01 -0.16 0.19
-0.30 -0.06 0.07
-0.37 -0.07 -0.76
0.25 -0.44 -0.41
-0.07 0.41 -0.92
-0.08 -0.04 0.45
0.01 0.32 0.29
0.32 0.11 -0.06
-0.39 0.21 0.10
-0.20 -0.06 0.14
0.27 -0.14 -0.03
0.18 -0.07 0.01
-0.17 -0.02 -0.14
0.16 0.14 -0.06
-0.07 0.07 0.18
-0.19 0.06 0.17
0.02 -0.01 0.23
-0.01 0.15 -0.10
0.09 -0.18 -0.08
-0.03 -0.14 0.06
-0.11 0.00 -0.26
-0.08 0.15 0.22
0.21 -0.21 0.10
-0.10 -0.27 0.10
-0.19 -0.12 0.14
0.16 0.15 0.12
0.03 -0.06 -0.39
-0.42 -0.01 -0.03
-0.11 0.01 0.51
-0.07 -0.23 0.37
0.08 -0.42 0.30
-0.16 0.17 -0.84
-0.02 0.15 -0.17
0.12 0.04 0.07
0.05 -0.06 -0.10
0.12 0.16 0.07
-0.07 -0.07 -0.06
0.02 -0.22 -0.01
0.04 -0.03 0.16
-0.29 0.02 -0.06
0.27 0.22 -0.32

Properties
Energy relative to the best compared isomer or geometry (same formula, charge and spin) in kcal per mole: 12.98
DFT total energy in eV: -102870.814
Total charge: +1
F_max in eV Å⁻¹: 6.1
HOMO-LUMO gap in eV: 2.859
E_LUMO in eV: -6.26

Mulliken analysis output, partial charges in e: Ga -0.04; C 0.29; C 0.76; C 0.18; C 1.50; C 0.79; C -1.51; H 0.43; H 0.11; H 0.34; C -1.60; H 0.39; H 0.29; H 0.48; C -1.50; H 0.31; H 0.30; H 0.40; C -1.47; H 0.35; H 0.37; H 0.44; C -1.50; H 0.36; H 0.30; H 0.30; C 0.13; C -0.91; C -0.60; C -1.54; C -0.30; C -0.49; C 1.56; C -0.22; H 0.49; H 0.45; H 0.28; H 0.02; H -0.05; H 0.43; H 0.19; H -1.13; H 0.52; H -0.20; H 0.45; H 0.53; P 0.54; P 0.18; C -0.87; C -0.95; H 0.43; H 0.41; H 0.50; H 0.41; C -1.14; H 0.38; H 0.35; H 0.30; C -1.07; H 0.34; H 0.25; H 0.38; C -1.27; H 0.27; H 0.36; H 0.36; C -0.34; H 0.33; H 0.41; H -0.41; C -1.86; C 1.85; C -1.69; C -1.53; O -0.02; H 0.43; H 0.41; H 0.45; H 0.55; H 0.13; H 0.38; H 0.37; H 0.14; H 0.52

Q: Which of these has the highest E_LUMO?
A: C28H52BrN3O14P2S2

Q: E_LUMO of number 1 (C28H52BrN3O14P2S2)?
A: 0.39 eV